{"formula": "C102H220N12O10", "method": "ωB97M-V with the def2-TZVPD basis set", "smiles": "CC1(C)CCCC(C)(C)N1O.CC1(C)CCCC(C)(C)N1O.CC1(C)CCCC(C)(C)N1O.CC1(C)CCCC(C)(C)N1O.CC1(C)CCCC(C)(C)N1O.CC1(C)CCCC(C)(C)N1O.CC1(C)CCCC(C)(C)N1O.CC1(C)CCCC(C)(C)N1O.CC1(C)CCCC(C)(C)N1O.CC1(C)CCCC(C)(C)N1O.CCN(CC)CC.CCN(CC)CC", "orbital_gap_ev": 8.47, "e_tot_ev": -147682.241, "total_charge": 0, "lumo_ev": 0.50, "e_homo_ev": -7.97, "symbols": ["C", "C", "C", "C", "C", "C", "N", "O", "C", "C", "C", "H", "H", "H", "H", "H", "H", "H", "H", "H", "H", "H", "H", "H", "H", "H", "H", "H", "H", "H", "C", "C", "C", "C", "C", "C", "N", "O", "C", "C", "C", "H", "H", "H", "H", "H", "H", "H", "H", "H", "H", "H", "H", "H", "H", "H", "H", "H", "H", "H", "C", "C", "C", "C", "C", "C", "N", "O", "C", "C", "C", "H", "H", "H", "H", "H", "H", "H", "H", "H", "H", "H", "H", "H", "H", "H", "H", "H", "H", "H", "C", "C", "C", "C", "C", "C", "N", "O", "C", "C", "C", "H", "H", "H", "H", "H", "H", "H", "H", "H", "H", "H", "H", "H", "H", "H", "H", "H", "H", "H", "C", "C", "C", "C", "C", "C", "N", "O", "C", "C", "C", "H", "H", "H", "H", "H", "H", "H", "H", "H", "H", "H", "H", "H", "H", "H", "H", "H", "H", "H", "C", "C", "C", "C", "C", "C", "N", "O", "C", "C", "C", "H", "H", "H", "H", "H", "H", "H", "H", "H", "H", "H", "H", "H", "H", "H", "H", "H", "H", "H", "C", "C", "C", "C", "C", "C", "N", "O", "C", "C", "C", "H", "H", "H", "H", "H", "H", "H", "H", "H", "H", "H", "H", "H", "H", "H", "H", "H", "H", "H", "C", "C", "C", "C", "C", "C", "N", "O", "C", "C", "C", "H", "H", "H", "H", "H", "H", "H", "H", "H", "H", "H", "H", "H", "H", "H", "H", "H", "H", "H", "C", "C", "C", "C", "C", "C", "N", "O", "C", "C", "C", "H", "H", "H", "H", "H", "H", "H", "H", "H", "H", "H", "H", "H", "H", "H", "H", "H", "H", "H", "C", "C", "C", "C", "C", "C", "N", "O", "C", "C", "C", "H", "H", "H", "H", "H", "H", "H", "H", "H", "H", "H", "H", "H", "H", "H", "H", "H", "H", "H", "C", "C", "N", "C", "C", "C", "C", "H", "H", "H", "H", "H", "H", "H", "H", "H", "H", "H", "H", "H", "H", "H", "C", "C", "N", "C", "C", "C", "C", "H", "H", "H", "H", "H", "H", "H", "H", "H", "H", "H", "H", "H", "H", "H"], "positions_angstrom": [[5.8613, -4.4039, -6.0044], [4.9898, -4.1286, -4.8106], [4.6505, -2.6509, -4.8068], [3.4794, -2.1261, -3.9151], [2.2264, -2.9843, -4.0913], [2.5291, -4.5517, -4.0044], [3.6928, -4.8645, -4.9612], [3.9577, -6.2395, -4.7680], [2.7329, -5.0451, -2.5424], [1.3277, -5.2414, -4.6053], [5.7153, -4.6126, -3.5260], [6.5438, -3.5463, -6.1317], [5.3304, -4.5289, -6.9945], [6.4511, -5.2863, -5.8497], [5.6166, -2.0600, -4.5578], [4.2278, -2.4985, -5.8411], [3.2512, -1.1196, -4.2503], [3.7675, -2.0733, -2.8701], [1.7359, -2.6227, -5.0232], [1.5546, -2.7390, -3.2557], [3.3774, -4.5101, -1.9447], [1.7043, -4.9887, -2.1700], [3.0564, -6.0766, -2.6234], [1.4452, -6.3194, -4.6059], [0.4112, -4.9217, -4.1613], [1.2832, -5.0068, -5.6955], [5.3188, -4.1637, -2.6163], [6.7744, -4.4127, -3.4256], [5.4755, -5.6534, -3.6223], [4.1387, -6.5912, -5.6624], [-1.1816, -5.1366, 2.4402], [-1.0260, -6.1066, 1.2121], [-0.2067, -5.3490, 0.1772], [1.2370, -5.1514, 0.6309], [1.8603, -6.5342, 0.8489], [1.1395, -7.4434, 1.8738], [-0.3239, -7.3431, 1.5339], [-1.0955, -7.9964, 2.5209], [1.4308, -8.9122, 1.6396], [1.4774, -7.1323, 3.3802], [-2.3659, -6.4012, 0.6104], [-1.8032, -5.5939, 3.2088], [-1.7725, -4.2362, 2.2112], [-0.2288, -4.8012, 2.8204], [-0.2700, -5.8720, -0.7573], [-0.6454, -4.3491, -0.0071], [1.2876, -4.6533, 1.6268], [1.8159, -4.4933, 0.0017], [2.8835, -6.3844, 1.0668], [1.8434, -6.9923, -0.1395], [1.0146, -9.2835, 0.6347], [2.4648, -9.0735, 1.7012], [0.9290, -9.5054, 2.4051], [0.6602, -7.4841, 3.9823], [2.4542, -7.5051, 3.7565], [1.5994, -6.0451, 3.5325], [-2.9205, -7.0139, 1.3102], [-2.3204, -7.0277, -0.3154], [-2.9510, -5.4887, 0.3369], [-1.3633, -8.7955, 2.0918], [2.6288, -2.4983, 3.8322], [3.8113, -1.7933, 3.2106], [5.0048, -1.7076, 4.1894], [6.3297, -1.3275, 3.5708], [6.6325, -2.3579, 2.4838], [5.5646, -2.3481, 1.3977], [4.2356, -2.6411, 2.0504], [3.1946, -2.6625, 1.0839], [5.5273, -0.9945, 0.6239], [5.8680, -3.5215, 0.4111], [3.4456, -0.3641, 2.7567], [2.2678, -1.9981, 4.7391], [2.9752, -3.5486, 4.1470], [1.8022, -2.4426, 3.1503], [4.8194, -1.0701, 5.0899], [5.2045, -2.7203, 4.5820], [7.1439, -1.4219, 4.2119], [6.3543, -0.2983, 3.1724], [6.6421, -3.3650, 2.8956], [7.5752, -2.2246, 2.0391], [6.4743, -0.7441, 0.0412], [4.7295, -0.9323, -0.0875], [5.3249, -0.1882, 1.3070], [4.9740, -3.8351, -0.0979], [6.5737, -3.2652, -0.3871], [6.3007, -4.3134, 1.0213], [4.2844, 0.3153, 2.7735], [2.5983, -0.0331, 3.3252], [3.1147, -0.4507, 1.6886], [2.9488, -3.5659, 1.2281], [-5.1607, -5.6588, 4.8782], [-5.4959, -4.5124, 5.8648], [-4.2735, -4.0514, 6.6763], [-3.2863, -3.2686, 5.8203], [-3.9985, -2.0853, 5.3911], [-5.2268, -2.3424, 4.4655], [-6.0763, -3.3337, 5.1742], [-7.1442, -3.6436, 4.4183], [-5.9630, -1.0604, 4.2857], [-4.7741, -2.8412, 3.1306], [-6.4582, -4.9556, 6.8929], [-4.3164, -5.4204, 4.1393], [-6.0973, -5.8475, 4.3061], [-4.9083, -6.5623, 5.4513], [-4.5117, -3.4593, 7.5881], [-3.9229, -5.0237, 7.0640], [-3.0433, -3.9422, 4.9792], [-2.4009, -2.9330, 6.4124], [-3.3859, -1.5238, 4.6159], [-4.1814, -1.3589, 6.2209], [-6.5794, -0.8236, 5.1515], [-5.2879, -0.3587, 4.0315], [-6.7085, -1.1598, 3.5073], [-4.4020, -1.9859, 2.4772], [-4.0384, -3.6427, 3.1651], [-5.6629, -3.2682, 2.6149], [-6.0460, -5.7077, 7.5326], [-7.4118, -5.3890, 6.4652], [-6.8076, -4.1142, 7.4624], [-7.9843, -3.5585, 4.9205], [7.6797, 2.5024, -4.6687], [6.3594, 1.9739, -4.0762], [5.6303, 3.0164, -3.2091], [4.8024, 4.0450, -4.0391], [3.8205, 3.2422, -4.8724], [4.5344, 2.3042, -5.8720], [5.4093, 1.4242, -5.0722], [6.0875, 0.5315, -5.9881], [3.4251, 1.3858, -6.3773], [5.3705, 3.0684, -6.8781], [6.6699, 0.8251, -3.1409], [8.4324, 2.4699, -3.8817], [7.6886, 3.4703, -5.1602], [8.0230, 1.7754, -5.4169], [4.8788, 2.3991, -2.6557], [6.4030, 3.3999, -2.5499], [5.3679, 4.7357, -4.7074], [4.2545, 4.7137, -3.3419], [3.1249, 3.8061, -5.5199], [3.1508, 2.6093, -4.2537], [2.9648, 0.9598, -5.5548], [2.7398, 2.0646, -6.9086], [3.7251, 0.5855, -7.0901], [5.8072, 2.4117, -7.5900], [4.7497, 3.7615, -7.5138], [6.0395, 3.7821, -6.4227], [7.0087, 0.0078, -3.7904], [5.8463, 0.5891, -2.5150], [7.5206, 1.1286, -2.5390], [5.6428, -0.3189, -5.7799], [1.5529, 5.0172, -2.4333], [1.5820, 6.1008, -1.3251], [2.9840, 6.4445, -0.8537], [3.6555, 7.5523, -1.6813], [2.8253, 8.7670, -1.7574], [1.4870, 8.4796, -2.4555], [0.8002, 7.3729, -1.6489], [-0.3685, 6.9943, -2.4679], [0.4903, 9.6945, -2.4056], [1.7082, 8.2087, -3.8921], [0.8703, 5.4769, -0.1217], [1.8181, 5.3889, -3.4231], [0.5544, 4.5831, -2.4711], [2.2665, 4.2325, -2.1942], [3.0824, 6.8467, 0.1818], [3.4551, 5.4601, -0.7750], [4.0310, 7.1438, -2.6068], [4.5565, 7.8135, -1.1092], [3.3911, 9.5506, -2.2422], [2.6365, 9.1398, -0.7405], [-0.5695, 9.4715, -2.3853], [0.5756, 10.2659, -1.4962], [0.6770, 10.3688, -3.2483], [2.2392, 9.0572, -4.2715], [2.2972, 7.3289, -4.0958], [0.7473, 8.0541, -4.4600], [-0.1728, 5.3876, -0.4402], [0.9020, 6.1211, 0.7373], [1.2350, 4.4911, 0.1253], [-1.0924, 7.2445, -1.9314], [-10.8618, -3.3141, 1.6160], [-10.0615, -3.1688, 0.3749], [-11.0228, -2.9445, -0.7939], [-10.2835, -2.5621, -2.0395], [-9.5561, -1.2718, -1.7399], [-8.4103, -1.4060, -0.6296], [-9.1395, -1.9823, 0.5724], [-8.1672, -2.3800, 1.5559], [-7.2512, -2.3101, -0.9868], [-7.9191, -0.0980, -0.1275], [-9.2882, -4.4699, 0.1344], [-11.3731, -2.3617, 1.9289], [-10.3665, -3.7432, 2.4516], [-11.7184, -3.9722, 1.3619], [-11.5374, -3.8956, -0.9224], [-11.7050, -2.1651, -0.5202], [-10.9367, -2.3932, -2.9269], [-9.5121, -3.2629, -2.3806], [-10.2108, -0.4695, -1.4457], [-9.1233, -0.8928, -2.6873], [-7.5137, -3.0925, -1.6606], [-6.4503, -1.6495, -1.4354], [-6.8477, -2.8334, -0.1287], [-7.4983, 0.5624, -0.9181], [-8.7339, 0.4266, 0.4041], [-7.1999, -0.3580, 0.6378], [-8.7204, -4.4664, -0.7703], [-10.0400, -5.2835, -0.0207], [-8.6872, -4.7315, 1.0428], [-8.3347, -1.8281, 2.3278], [-1.3070, 4.0085, -4.7118], [-1.8769, 3.0797, -5.6876], [-0.7869, 2.2970, -6.4675], [-1.3238, 1.0883, -7.1849], [-1.9793, 0.1548, -6.2918], [-3.1263, 0.7916, -5.5418], [-2.6812, 1.9971, -4.9648], [-3.7097, 2.6044, -4.0670], [-4.3763, 0.9616, -6.4647], [-3.6099, -0.1311, -4.3841], [-2.7676, 3.9288, -6.5917], [-0.8373, 4.8308, -5.2382], [-0.5468, 3.6338, -4.0554], [-2.0404, 4.3678, -4.0116], [-0.3356, 2.9195, -7.2223], [0.0551, 2.0111, -5.8352], [-0.5283, 0.6797, -7.8324], [-2.0732, 1.3815, -7.9243], [-1.2986, -0.2538, -5.5366], [-2.3562, -0.6950, -6.8776], [-5.0681, 0.1624, -6.2939], [-4.8011, 1.9354, -6.0715], [-4.0903, 1.2982, -7.4533], [-4.4155, 0.3330, -3.9138], [-3.9425, -1.1146, -4.7969], [-2.7983, -0.2358, -3.7454], [-2.2184, 4.7180, -7.1223], [-3.4138, 4.5090, -5.9755], [-3.4455, 3.4549, -7.3208], [-4.3762, 2.9600, -4.6028], [2.8459, 0.2113, 7.0057], [1.5160, 0.9437, 6.6817], [1.8631, 2.1058, 5.8100], [0.6050, 2.6413, 5.0917], [0.0116, 1.6096, 4.1912], [-0.3571, 0.4248, 5.0376], [0.8078, 0.0116, 5.8557], [0.4212, -1.1489, 6.6645], [-1.7165, 0.7590, 5.8536], [-0.6476, -0.7869, 4.0242], [0.8716, 1.4949, 8.0284], [3.5811, 0.9185, 7.3241], [3.1264, -0.1532, 5.9756], [2.6316, -0.5986, 7.7017], [2.4124, 2.8483, 6.4164], [2.5318, 1.8524, 4.9536], [0.8096, 3.5833, 4.4505], [-0.1131, 3.0286, 5.8370], [0.7847, 1.3665, 3.4074], [-0.8754, 1.9360, 3.7411], [-2.3973, 1.2044, 5.1687], [-2.1640, -0.1568, 6.2016], [-1.6972, 1.3981, 6.6885], [0.2196, -0.9827, 3.3068], [-0.9042, -1.6981, 4.5992], [-1.3829, -0.5158, 3.3165], [1.6473, 1.6748, 8.7603], [0.1241, 0.7897, 8.3978], [0.4231, 2.4346, 7.8231], [1.0314, -1.8152, 6.3970], [1.1961, 1.2389, -0.9853], [0.0875, 0.3917, -1.6688], [0.1223, -1.0364, -1.2204], [-0.3863, -1.3316, 0.1460], [-1.8772, -0.9723, 0.2235], [-2.0807, 0.5205, -0.2683], [-1.2587, 0.8564, -1.5206], [-1.3144, 2.2501, -1.6863], [-3.5276, 0.7132, -0.7501], [-1.6816, 1.4254, 0.8246], [0.4638, 0.3890, -3.1419], [1.0099, 2.2911, -1.2630], [2.2138, 0.9639, -1.2004], [1.1935, 1.2122, 0.0953], [-0.4730, -1.5573, -1.9897], [1.1366, -1.3736, -1.4176], [0.2120, -0.7515, 0.8432], [-0.2256, -2.3556, 0.4826], [-2.2860, -1.1194, 1.2576], [-2.3565, -1.6531, -0.4268], [-3.6407, 1.7565, -1.0382], [-3.6252, 0.1404, -1.6866], [-4.3515, 0.3695, -0.1275], [-0.5802, 1.5819, 0.9257], [-2.1026, 2.4150, 0.6725], [-1.9647, 1.0726, 1.8356], [-0.3274, -0.1647, -3.6879], [1.4053, -0.1273, -3.3445], [0.6264, 1.4422, -3.5414], [-2.0305, 2.4785, -2.3220], [-5.0171, 4.9278, 5.4287], [-3.9092, 5.3615, 4.4926], [-4.2468, 5.2388, 3.0726], [-4.6595, 3.8392, 2.7705], [-3.8011, 2.6334, 3.3317], [-3.1672, 5.6893, 2.2478], [-3.4467, 5.8716, 0.7268], [-5.9751, 5.2751, 4.9713], [-4.8429, 5.3402, 6.4424], [-5.0314, 3.8028, 5.5080], [-3.6980, 6.3968, 4.7011], [-3.0181, 4.7734, 4.7444], [-5.7271, 3.8983, 3.1330], [-4.7297, 3.7161, 1.6930], [-2.8452, 2.6685, 2.8045], [-3.3601, 2.7864, 4.3199], [-4.2835, 1.6891, 3.0680], [-2.3513, 4.9554, 2.4263], [-2.7596, 6.6607, 2.5851], [-2.6123, 6.4222, 0.2860], [-4.3776, 6.4410, 0.7650], [-3.6025, 4.9930, 0.1530], [5.0705, 3.4774, 3.4408], [6.1317, 2.8556, 2.5123], [6.4055, 3.6608, 1.3477], [7.5657, 3.1847, 0.6129], [8.3399, 4.4547, 0.0894], [5.2613, 3.8129, 0.5020], [4.4635, 2.5341, 0.1115], [5.0628, 3.1961, 4.4875], [4.0620, 3.2890, 3.0940], [5.1638, 4.5484, 3.4566], [7.0177, 2.5506, 3.0298], [5.7037, 1.8654, 2.1474], [7.2860, 2.4556, -0.2248], [8.1679, 2.5425, 1.3139], [7.6908, 5.1385, -0.4232], [9.1238, 4.2077, -0.6196], [8.7253, 5.0041, 0.9880], [4.5174, 4.5770, 0.9282], [5.6421, 4.2178, -0.4669], [3.6712, 2.8227, -0.5861], [5.0599, 1.8078, -0.4849], [3.8677, 2.1053, 0.9768]], "mulliken_charge": [-1.97, 2.38, -1.85, 2.12, -0.67, 2.52, -0.10, -0.52, -0.97, -2.58, -1.72, 0.32, 0.39, 0.51, 0.20, 0.23, -0.88, -0.48, 0.51, -0.55, -0.34, 0.14, 0.50, 0.46, 0.38, 0.52, -0.08, 0.47, 0.55, 0.38, -1.21, 2.53, -1.78, 2.05, -3.07, 2.00, 0.20, -0.49, -2.19, -1.47, -2.34, 0.61, 0.01, -0.05, 0.74, 0.02, -0.83, 0.45, 0.83, 0.39, 0.33, 0.51, 0.48, 0.38, 0.42, 0.12, 0.56, 0.46, 0.22, 0.37, -0.93, 1.83, -0.84, -0.03, -1.98, 1.90, -0.23, 1.32, -0.86, -1.20, -0.13, -0.21, 0.44, -0.22, 0.11, 0.32, 0.73, -0.34, 0.51, 0.47, 0.66, -0.10, -0.77, -0.38, 0.32, 0.54, -0.85, 0.04, -0.10, -0.04, -1.18, 1.69, -1.67, 0.93, -0.45, 2.66, 0.16, -0.42, -1.21, -0.22, -2.21, -0.04, 0.26, 0.47, 0.32, 0.65, -0.89, 0.33, -0.83, 0.49, 0.48, 0.05, -0.35, 0.01, -0.76, 0.21, 0.46, 0.34, 0.50, 0.35, -1.85, 1.58, -0.25, -0.09, -0.91, 1.92, 1.34, -0.65, -1.64, -2.10, -2.21, 0.46, 0.28, 0.44, -0.82, 0.91, 0.57, -0.88, 0.89, -0.44, 0.02, 0.44, 0.42, 0.44, 0.35, 0.35, 0.73, 0.15, 0.34, 0.33, 0.22, 2.67, -0.18, -0.55, -1.34, 1.83, -0.18, -0.34, -1.75, -1.91, -2.42, 0.03, -0.07, -0.54, 0.56, -1.25, 0.16, 0.46, 0.50, 0.34, 0.33, 0.41, 0.37, 0.58, 0.24, 0.31, 0.30, 0.61, 0.19, 0.30, -2.08, 1.83, -1.30, -0.49, -1.42, 1.86, -0.30, -0.04, -1.27, -1.78, -1.58, 0.40, 0.33, 0.43, 0.48, 0.40, 0.34, 0.32, 0.39, 0.41, 0.40, 0.13, 0.23, 0.36, 0.43, 0.27, 0.40, 0.46, 0.14, 0.16, -1.96, 2.38, -0.68, -0.98, -0.40, 0.93, 1.28, -0.51, -1.47, -1.86, -2.01, 0.79, -0.62, 0.53, 0.67, -0.44, 0.42, 0.29, -0.25, 0.47, 0.51, 0.19, 0.30, 0.84, 0.56, -0.35, 0.42, 0.55, 0.29, 0.29, -1.81, 1.55, -0.48, -1.22, 0.38, 1.29, 2.00, -0.63, -1.73, -0.10, -1.83, 0.66, 0.01, 0.38, 0.66, -0.73, 0.32, 0.30, -0.49, -0.13, 0.20, 0.32, 0.45, -1.20, 0.58, -0.24, 0.44, 0.30, 0.40, 0.33, -1.09, 1.94, -0.83, 1.15, -1.17, 2.25, 0.68, 0.46, -2.07, 0.27, 0.24, -0.23, 0.87, -0.63, 0.30, 0.25, -0.69, -0.52, -0.61, 0.73, 0.28, 0.08, 0.41, -0.25, 0.31, -0.74, -0.51, -0.31, -0.69, -0.19, -1.18, -0.23, 0.11, -1.65, 0.13, -0.09, -1.14, 0.29, 0.41, 0.18, 0.59, 0.05, 0.28, 0.58, -0.27, 0.52, 0.16, -0.01, 0.46, 0.17, 0.45, 0.14, -1.64, -0.21, 0.41, 0.15, -1.39, -1.92, 1.81, 0.44, 0.16, 0.51, 0.79, 0.06, -0.23, 0.55, 0.23, 0.42, 0.37, 0.23, 0.35, -0.30, -0.66, -0.01]}